DFT (the ωB97M-V functional and the def2-TZVPD basis) results for a molecular structure, C20H38BCuF4O10S4 at a distorted geometry.

Values from the calculation:
**2S+1**: 1
**Orbital gap**: 7.7 eV
**HOMO**: -7.621 eV
**DFT total energy**: -141363.77656 eV
**LUMO energy**: 0.04 eV

CARTESIAN COORDINATES (ANGSTROEM)
Cu1 0.14 -0.43 -1.15
B1 1.49 -2.69 -1.76
F1 1.07 -2.68 -0.39
F2 0.51 -2.07 -2.52
F3 2.70 -1.96 -1.86
F4 1.72 -3.99 -2.21
C1 -3.95 -1.11 -3.78
C2 -4.46 0.34 -3.62
C3 -3.30 1.20 -3.16
S1 -1.85 0.56 -4.10
O1 -0.77 0.40 -3.13
O2 -1.62 1.29 -5.32
C4 -2.60 -1.05 -4.47
H1 -4.64 -1.73 -4.34
H2 -3.86 -1.48 -2.76
H3 -5.25 0.28 -2.86
H4 -4.97 0.76 -4.49
H5 -3.12 0.99 -2.10
H6 -3.38 2.28 -3.29
H7 -1.95 -1.89 -4.26
H8 -2.78 -0.94 -5.54
C5 -0.57 4.40 1.66
C6 -1.16 3.37 2.64
C7 -2.26 2.66 1.82
S2 -1.56 2.70 0.09
O3 -2.40 3.56 -0.73
O4 -1.29 1.36 -0.39
C8 -0.01 3.61 0.50
H9 0.14 5.06 2.17
H10 -1.33 5.13 1.39
H11 -1.57 3.93 3.48
H12 -0.42 2.66 3.01
H13 -3.22 3.17 1.86
H14 -2.33 1.59 2.00
H15 0.25 4.12 -0.42
H16 0.76 2.89 0.79
C9 -1.35 -3.81 1.99
C10 -2.54 -3.10 2.61
C11 -2.78 -1.88 1.70
S3 -2.63 -2.54 0.00
O5 -1.76 -1.69 -0.79
O6 -3.95 -2.87 -0.51
C12 -1.68 -4.03 0.53
H17 -1.10 -4.72 2.53
H18 -0.47 -3.18 2.16
H19 -2.37 -2.79 3.64
H20 -3.44 -3.72 2.54
H21 -1.96 -1.16 1.77
H22 -3.72 -1.34 1.80
H23 -0.86 -4.23 -0.16
H24 -2.41 -4.84 0.44
C13 5.76 0.66 -1.57
C14 5.18 -0.42 -0.64
C15 4.21 0.33 0.27
S4 3.35 1.53 -0.83
O7 3.28 2.82 -0.16
O8 2.14 0.94 -1.37
C16 4.63 1.51 -2.14
H25 6.38 0.24 -2.36
H26 6.51 1.27 -1.07
H27 5.91 -0.96 -0.04
H28 4.57 -1.14 -1.20
H29 4.76 1.00 0.94
H30 3.46 -0.27 0.78
H31 4.86 2.51 -2.47
H32 4.23 0.89 -2.94
O9 0.79 0.21 1.11
C17 1.21 0.16 2.23
O10 1.73 1.23 2.82
C18 2.20 0.93 4.15
C19 2.35 -0.59 4.15
C20 1.28 -1.05 3.16
H33 1.40 1.31 4.80
H34 3.13 1.42 4.43
H35 2.28 -1.03 5.14
H36 3.31 -0.84 3.69
H37 0.30 -1.25 3.59
H38 1.65 -1.84 2.49

Löwdin population analysis, charges in e, atoms 1 to 5: atom 1 (Cu): 0.325, atom 2 (B): -1.233, atom 3 (F): 0.084, atom 4 (F): 0.129, atom 5 (F): 0.097

---

DFT (the ωB97M-V functional and the def2-TZVPD basis) results for 2 unconnected molecules or ions with the total composition C4H7OP at a distorted geometry.

Values from the calculation:
**2S+1**: 3
**Orbital gap (alpha / beta)**: 7.2 / 8.0 eV
**HOMO (alpha / beta)**: -6.588 / -9.055 eV
**DFT total energy**: -15590.63219 eV
**LUMO energy (alpha / beta)**: 0.58 / -1.04 eV

CARTESIAN COORDINATES (ANGSTROEM)
C1 -1.24 0.55 -0.86
C2 2.31 -1.02 1.65
C3 1.39 0.10 1.50
C4 -2.27 0.47 -1.96
O1 2.72 0.28 1.32
P1 0.03 -0.56 -0.93
H1 -1.36 1.12 0.14
H2 2.60 -1.37 2.75
H3 2.54 -1.76 0.81
H4 0.82 0.81 2.16
H5 -3.14 0.38 -1.44
H6 -2.04 -0.43 -2.72
H7 -2.35 1.41 -2.42

Löwdin population analysis, charges in e, atoms 1 to 5: atom 1 (C): -0.631, atom 2 (C): -0.215, atom 3 (C): -0.236, atom 4 (C): -0.236, atom 5 (O): -0.079

---

DFT (the ωB97M-V functional and the def2-TZVPD basis) results for 15 unconnected molecules or ions with the total composition C51H144N12O15 at a distorted geometry.

Values from the calculation:
**2S+1**: 1
**Orbital gap**: 9.0 eV
**HOMO**: -8.876 eV
**DFT total energy**: -103798.80379 eV
**LUMO energy**: 0.09 eV

CARTESIAN COORDINATES (ANGSTROEM)
C1 2.12 -5.92 -8.58
O1 2.06 -5.61 -9.90
H1 2.88 -6.70 -8.46
H2 2.56 -5.11 -7.98
H3 1.21 -6.34 -8.14
H4 2.76 -6.10 -10.34
C2 6.52 -1.22 -3.55
O2 7.62 -1.66 -4.31
H5 5.96 -0.60 -4.24
H6 6.00 -2.12 -3.22
H7 6.89 -0.71 -2.67
H8 8.02 -2.34 -3.77
C3 -6.15 -4.71 -5.42
O3 -5.65 -5.72 -6.28
H9 -7.13 -4.32 -5.67
H10 -5.92 -4.91 -4.37
H11 -5.52 -3.86 -5.68
H12 -6.35 -6.36 -6.42
C4 -4.98 -9.83 1.25
C5 -4.98 -9.90 -0.27
C6 -6.28 -10.47 -0.92
O4 -6.12 -10.82 -2.31
C7 -7.35 -10.67 -3.01
N1 -4.72 -8.55 -0.68
H13 -5.17 -10.86 1.57
H14 -5.75 -9.11 1.51
H15 -4.06 -9.48 1.73
H16 -4.15 -10.47 -0.71
H17 -7.03 -9.73 -0.65
H18 -6.61 -11.39 -0.44
H19 -7.82 -9.70 -3.20
H20 -8.13 -11.21 -2.46
H21 -7.37 -10.95 -4.06
H22 -4.60 -8.49 -1.68
H23 -3.87 -8.34 -0.17
C8 -1.08 -0.94 -8.91
C9 -2.26 -1.76 -9.23
C10 -3.55 -0.97 -9.49
O5 -4.56 -1.67 -10.22
C11 -5.84 -1.12 -9.88
N2 -2.00 -2.43 -10.46
H24 -0.86 -0.22 -9.70
H25 -0.22 -1.50 -8.54
H26 -1.12 -0.26 -8.06
H27 -2.49 -2.40 -8.38
H28 -3.39 -0.16 -10.21
H29 -3.93 -0.49 -8.59
H30 -5.93 -0.03 -9.96
H31 -5.97 -1.24 -8.81
H32 -6.70 -1.53 -10.41
H33 -1.55 -1.70 -11.00
H34 -1.12 -2.92 -10.34
C12 2.40 1.38 9.28
C13 3.19 2.41 8.51
C14 2.61 2.60 7.07
O6 2.67 1.44 6.26
C15 1.87 1.57 5.07
N3 3.08 3.68 9.15
H35 1.33 1.59 9.17
H36 2.69 1.32 10.33
H37 2.59 0.41 8.84
H38 4.25 2.16 8.43
H39 3.10 3.51 6.71
H40 1.61 3.00 7.25
H41 1.72 2.58 4.70
H42 0.89 1.12 5.19
H43 2.13 0.84 4.30
H44 3.77 4.31 8.78
H45 3.30 3.63 10.13
C16 -5.72 -0.29 2.05
C17 -6.86 -1.26 1.81
C18 -6.72 -2.03 0.41
O7 -6.47 -1.21 -0.75
C19 -7.41 -0.17 -0.90
N4 -6.93 -2.16 2.98
H46 -4.70 -0.68 1.98
H47 -5.79 0.16 3.04
H48 -5.93 0.49 1.32
H49 -7.84 -0.81 1.98
H50 -7.64 -2.61 0.31
H51 -5.88 -2.71 0.49
H52 -7.17 0.41 -1.79
H53 -7.41 0.69 -0.23
H54 -8.40 -0.57 -1.11
H55 -7.16 -1.77 3.88
H56 -6.01 -2.53 3.13
C20 8.35 -0.04 3.38
C21 7.96 -1.53 3.28
C22 7.89 -2.30 4.62
O8 7.69 -3.70 4.47
C23 8.35 -4.49 5.44
N5 6.70 -1.73 2.52
H57 9.34 0.06 3.81
H58 7.66 0.46 4.06
H59 8.35 0.45 2.40
H60 8.73 -1.85 2.58
H61 7.03 -1.99 5.21
H62 8.79 -2.06 5.18
H63 8.08 -4.23 6.46
H64 9.44 -4.46 5.42
H65 7.97 -5.51 5.44
H66 5.95 -1.08 2.71
H67 6.34 -2.65 2.72
C24 -6.47 4.77 -7.39
C25 -5.89 5.86 -6.53
C26 -6.86 6.14 -5.34
O9 -7.94 6.92 -5.89
C27 -9.04 7.04 -4.90
N6 -4.52 5.43 -6.12
H68 -6.56 3.82 -6.85
H69 -5.98 4.44 -8.31
H70 -7.43 4.98 -7.86
H71 -5.79 6.79 -7.09
H72 -6.24 6.66 -4.62
H73 -7.16 5.20 -4.88
H74 -9.73 6.24 -5.16
H75 -9.67 7.92 -5.07
H76 -8.68 7.00 -3.87
H77 -4.31 5.85 -5.22
H78 -3.80 5.87 -6.66
C28 4.91 6.00 -0.35
C29 4.21 6.06 1.05
C30 4.71 7.14 2.00
O10 4.04 6.97 3.27
C31 4.44 7.96 4.29
N7 2.80 6.30 0.91
H79 5.95 5.75 -0.15
H80 4.85 6.97 -0.84
H81 4.57 5.20 -1.02
H82 4.31 5.03 1.39
H83 4.69 8.16 1.61
H84 5.77 6.97 2.18
H85 5.47 7.98 4.64
H86 3.89 7.79 5.22
H87 4.23 8.96 3.90
H88 2.47 6.85 1.69
H89 2.46 5.35 1.04
C32 -0.11 -4.06 5.72
C33 -0.67 -4.65 4.36
C34 0.09 -5.86 3.88
O11 -0.32 -6.36 2.57
C35 0.59 -7.27 2.09
N8 -2.09 -4.91 4.52
H90 -0.21 -4.83 6.48
H91 -0.55 -3.12 6.05
H92 0.89 -3.63 5.65
H93 -0.51 -3.90 3.58
H94 -0.01 -6.68 4.60
H95 1.12 -5.58 3.68
H96 0.69 -8.14 2.74
H97 1.61 -6.88 2.08
H98 0.38 -7.54 1.06
H99 -2.40 -5.44 3.72
H100 -1.93 -5.63 5.21
C36 8.01 -6.77 0.04
C37 9.52 -6.32 -0.03
C38 10.38 -7.50 -0.60
O12 9.98 -8.68 0.11
C39 10.59 -8.94 1.34
N9 9.79 -5.03 -0.72
H101 7.36 -5.91 0.20
H102 8.04 -7.52 0.83
H103 7.78 -7.25 -0.91
H104 9.90 -6.28 0.99
H105 11.44 -7.27 -0.72
H106 9.92 -7.67 -1.58
H107 10.29 -8.11 1.97
H108 11.68 -8.96 1.34
H109 10.15 -9.77 1.89
H110 10.78 -4.87 -0.62
H111 9.39 -4.40 -0.04
C40 0.57 -2.54 -1.87
C41 -0.39 -1.31 -1.51
C42 0.28 0.08 -1.69
O13 -0.36 1.12 -0.93
C43 -1.40 1.78 -1.52
N10 -1.47 -1.33 -2.44
H112 0.26 -3.49 -1.44
H113 1.49 -2.29 -1.34
H114 0.82 -2.58 -2.93
H115 -0.88 -1.28 -0.53
H116 0.46 0.32 -2.73
H117 1.32 -0.03 -1.40
H118 -2.29 1.21 -1.25
H119 -1.35 1.81 -2.61
H120 -1.38 2.78 -1.08
H121 -2.22 -0.68 -2.23
H122 -1.89 -2.24 -2.30
C44 -2.12 9.08 -1.04
C45 -1.16 9.57 -2.12
C46 -0.11 10.55 -1.51
O14 0.82 10.84 -2.52
C47 1.95 11.47 -2.01
N11 -0.59 8.37 -2.62
H123 -1.55 8.32 -0.51
H124 -2.94 8.44 -1.36
H125 -2.44 9.88 -0.37
H126 -1.77 10.14 -2.81
H127 0.36 9.96 -0.72
H128 -0.43 11.50 -1.09
H129 2.58 10.67 -1.61
H130 1.74 12.19 -1.23
H131 2.54 11.89 -2.83
H132 0.05 8.54 -3.39
H133 0.05 7.97 -1.95
C48 -3.24 7.77 8.66
C49 -1.96 6.90 8.26
C50 -1.24 7.46 6.96
O15 -2.24 7.72 6.02
C51 -2.96 6.71 5.29
N12 -1.23 6.52 9.42
H134 -3.74 7.36 9.54
H135 -3.99 7.70 7.88
H136 -3.00 8.80 8.93
H137 -2.37 5.92 7.99
H138 -0.54 6.69 6.64
H139 -0.72 8.37 7.27
H140 -3.30 5.96 6.00
H141 -2.31 6.11 4.64
H142 -3.79 7.02 4.65
H143 -0.38 6.04 9.15
H144 -0.97 7.42 9.80

Löwdin population analysis, charges in e, atoms 1 to 5: atom 1 (C): -0.218, atom 2 (O): -0.098, atom 3 (H): 0.075, atom 4 (H): 0.077, atom 5 (H): 0.082

---

DFT (the ωB97M-V functional and the def2-TZVPD basis) results for a gas-phase ion, C5H11OS (charge +1) at a distorted geometry.

Values from the calculation:
**2S+1**: 1
**Orbital gap**: 10.3 eV
**HOMO**: -14.571 eV
**DFT total energy**: -18235.00589 eV
**LUMO energy**: -4.32 eV
**Total charge**: +1

CARTESIAN COORDINATES (ANGSTROEM)
C1 -1.78 0.23 -0.73
C2 -1.48 1.08 0.39
C3 0.17 -0.50 -1.55
C4 -0.35 0.38 1.15
C5 2.07 -1.06 0.63
O1 1.63 1.34 -0.34
S1 0.94 0.12 -0.14
H1 -2.00 -0.81 -0.33
H2 -2.24 0.58 -1.60
H3 -1.17 2.13 -0.06
H4 -2.39 1.39 1.02
H5 0.04 -1.56 -1.64
H6 0.31 -0.01 -2.52
H7 -0.03 0.94 2.00
H8 -0.71 -0.68 1.17
H9 2.39 -0.39 1.47
H10 2.98 -1.34 0.04
H11 1.63 -1.86 1.04

Löwdin population analysis, charges in e, atoms 1 to 5: atom 1 (C): 0.004, atom 2 (C): -0.295, atom 3 (C): -0.102, atom 4 (C): -0.203, atom 5 (C): -0.108

---

DFT (the ωB97M-V functional and the def2-TZVPD basis) results for a gas-phase ion, CHClN4OP (charge -1) at a distorted geometry.

Values from the calculation:
**2S+1**: 1
**Orbital gap**: 8.3 eV
**SMILES**: [O-]P(Cl)c1nnn[nH]1
**HOMO**: -4.443 eV
**DFT total energy**: -30874.07184 eV
**LUMO energy**: 3.89 eV
**Total charge**: -1

CARTESIAN COORDINATES (ANGSTROEM)
C1 0.15 0.59 0.35
N1 1.15 1.52 -1.33
N2 0.83 1.72 0.01
N3 0.05 -0.18 -0.73
N4 0.61 0.46 -1.77
O1 -2.02 -0.74 0.92
P1 -0.90 -0.20 1.69
Cl1 0.39 -1.96 1.68
H1 -0.26 -1.20 -0.84

Löwdin population analysis, charges in e, atoms 1 to 5: atom 1 (C): -0.570, atom 2 (N): -0.108, atom 3 (N): -0.011, atom 4 (N): -0.070, atom 5 (N): -0.069

---

DFT (the ωB97M-V functional and the def2-TZVPD basis) results for a gas-phase ion, FNO4S2 (charge -2) at a distorted geometry.

Values from the calculation:
**2S+1**: 1
**Orbital gap**: 6.1 eV
**SMILES**: O=S1(=O)N=S1([O-])([O-])F
**HOMO**: 0.425 eV
**DFT total energy**: -34066.09642 eV
**LUMO energy**: 6.51 eV
**Total charge**: -2

CARTESIAN COORDINATES (ANGSTROEM)
N1 -0.28 -1.04 -0.54
O1 -1.21 1.28 -0.25
O2 -2.24 -0.54 1.11
O3 1.45 1.03 -1.11
O4 1.04 0.51 1.21
F1 2.11 -1.20 0.01
S1 -1.72 -0.17 -0.29
S2 0.86 0.13 -0.14

Löwdin population analysis, charges in e, atoms 1 to 5: atom 1 (N): -0.477, atom 2 (O): -0.649, atom 3 (O): -0.651, atom 4 (O): -0.392, atom 5 (O): -0.367